No. 1
Computed, not measured: 2 unconnected molecules or ions with the total composition C16H22N3O5, with the ωB97M-V functional and the def2-TZVPD basis.

electronic energy	-1163.53038	hartree
F_max	1.87	eV/Å
E_LUMO	0.102	Eh
spin multiplicity	1
HOMO-LUMO gap	8.197	eV
charge	-1

Element x y z (Å)
O1 2.388 -5.852 2.084
O2 -6.150 4.010 -0.751
O3 2.231 -1.278 -1.996
O4 4.702 -1.846 1.580
O5 0.508 -0.292 -1.024
C1 2.366 -5.078 1.138
C2 -5.623 2.959 -0.437
C3 1.441 -1.118 -1.037
C4 4.134 -1.855 0.487
C5 -0.670 3.957 0.069
C6 -1.579 4.871 0.599
C7 -1.085 2.656 -0.220
C8 -2.899 4.480 0.835
C9 -2.404 2.244 0.022
C10 -3.329 3.172 0.555
N1 -5.900 1.894 -1.247
N2 4.524 -1.054 -0.510
N3 2.859 -3.849 1.255
C11 1.786 -5.536 -0.185
C12 -2.780 0.821 -0.316
C13 -4.778 2.823 0.823
C14 5.609 -0.083 -0.424
C15 1.610 -1.999 0.208
C16 2.932 -2.793 0.230
H1 0.359 4.245 -0.125
H2 -1.261 5.885 0.821
H3 -0.365 1.956 -0.637
H4 -3.601 5.208 1.233
H5 -5.280 1.094 -1.180
H6 -6.287 2.146 -2.151
H7 3.932 -1.053 -1.342
H8 3.284 -3.623 2.142
H9 2.561 -5.505 -0.946
H10 1.421 -6.555 -0.076
H11 0.962 -4.884 -0.468
H12 -3.375 0.795 -1.232
H13 -3.342 0.359 0.499
H14 -1.888 0.213 -0.479
H15 -4.868 1.810 1.219
H16 -5.186 3.491 1.585
H17 6.567 -0.604 -0.436
H18 5.552 0.607 -1.267
H19 5.520 0.478 0.507
H20 1.553 -1.375 1.103
H21 0.770 -2.694 0.238
H22 3.080 -3.250 -0.748

Cartesian forces (eV/Å) of the 2 atoms listed first:
O -0.04 -0.36 0.47
O 0.26 0.71 0.52

***

No. 2
Computed, not measured: 2 unconnected molecules or ions with the total composition C3H7BrS, with the ωB97M-V functional and the def2-TZVPD basis.

electronic energy	-3090.62962	hartree
F_max	3.14	eV/Å
E_LUMO (alpha / beta)	-0.021 / -0.021	Eh
ΔE to the lowest compared entry with this formula, charge and spin	48.8	kcal/mol
spin multiplicity	1
HOMO-LUMO gap (alpha / beta)	7.829 / 7.831	eV

Element x y z (Å)
C1 0.218 1.459 0.459
C2 -1.092 -1.387 -0.934
C3 1.085 0.324 0.825
S1 -0.327 -1.811 0.651
Br1 2.563 -0.040 -0.276
H1 0.028 1.488 -0.610
H2 -0.722 1.398 0.999
H3 0.710 2.391 0.738
H4 -1.636 -0.447 -0.847
H5 -1.795 -2.180 -1.175
H6 -0.326 -1.329 -1.700
H7 1.294 0.135 1.868

Cartesian forces (eV/Å) of the 2 atoms listed first:
C -0.11 0.02 -0.13
C 0.25 0.11 0.45

***

No. 3
Computed, not measured: a single C4H7NO2 molecule, with the ωB97M-V functional and the def2-TZVPD basis.

electronic energy	-361.70497	hartree
F_max	0.42	eV/Å
E_LUMO (alpha / beta)	-0.071 / -0.046	Eh
ΔE to the lowest compared entry with this formula, charge and spin	110.4	kcal/mol
spin multiplicity	1
HOMO-LUMO gap (alpha / beta)	7.239 / 8.317	eV

Element x y z (Å)
O1 0.020 -2.218 -0.236
C1 0.111 -0.848 -0.002
C2 1.230 -0.498 0.812
N1 0.282 1.415 -0.370
C3 0.030 0.247 -1.147
C4 -0.764 1.723 0.427
O2 -1.810 1.053 0.524
H1 -0.913 -2.452 -0.335
H2 -0.811 -0.471 0.547
H3 1.458 -1.123 1.675
H4 1.937 0.271 0.538
H5 -0.967 0.200 -1.596
H6 0.807 0.091 -1.900
H7 -0.610 2.610 1.063

Cartesian forces (eV/Å) of the 2 atoms listed first:
O -0.19 -0.11 -0.12
C -0.10 0.33 0.19

***

No. 4
Computed, not measured: a molecular structure, C13H23BN6OSiV, with the ωB97M-V functional and the def2-TZVPD basis.

electronic energy	-2170.74740	hartree
F_max	4.38	eV/Å
E_LUMO (alpha / beta)	-0.259 / -0.434	Eh
spin multiplicity	4
HOMO-LUMO gap (alpha / beta)	7.848 / 3.068	eV
charge	+2

Element x y z (Å)
C1 -0.401 2.628 -0.441
N1 -0.264 1.446 -1.093
N2 0.060 1.740 -2.421
C2 0.124 3.067 -2.573
C3 -0.162 3.674 -1.349
B1 0.278 0.605 -3.461
N3 1.386 -0.316 -2.884
N4 1.227 -0.868 -1.595
C4 2.343 -1.621 -1.341
C5 3.204 -1.523 -2.438
C6 2.570 -0.696 -3.365
V1 -0.458 -0.556 -0.823
N5 -1.043 -0.228 -3.496
N6 -1.512 -0.824 -2.300
C7 -2.688 -1.466 -2.596
C8 -2.955 -1.283 -3.953
C9 -1.909 -0.514 -4.470
H1 -3.200 -2.014 -1.817
H2 -1.727 -0.136 -5.466
H3 -3.807 -1.674 -4.479
H4 0.554 1.017 -4.557
H5 2.879 -0.350 -4.344
H6 0.355 3.462 -3.550
H7 4.164 -1.995 -2.541
H8 -0.172 4.727 -1.147
H9 2.422 -2.156 -0.409
H10 -0.622 2.635 0.616
H11 -1.295 -2.890 -0.100
C10 -0.722 -2.093 0.376
H12 0.252 -2.434 0.730
H13 1.344 0.129 2.320
H14 -1.297 -1.567 1.148
C11 1.609 -0.770 4.785
Si1 0.114 0.158 4.139
C12 -1.489 -0.734 4.507
C13 0.057 1.934 4.754
O1 0.381 0.205 2.473
H15 1.597 -0.752 5.881
H16 2.550 -0.315 4.439
H17 1.599 -1.814 4.439
H18 -1.653 -0.807 5.591
H19 -2.353 -0.216 4.074
H20 -1.481 -1.752 4.099
H21 0.930 2.501 4.401
H22 -0.835 2.458 4.383
H23 0.047 1.978 5.852

Cartesian forces (eV/Å) of the 2 atoms listed first:
C 0.20 -3.57 -0.56
N -0.39 3.84 2.06

***

No. 5
Computed, not measured: 2 unconnected molecules or ions with the total composition C5H16N2O, with the ωB97M-V functional and the def2-TZVPD basis.

electronic energy	-384.80151	hartree
F_max	3.59	eV/Å
E_LUMO	0.032	Eh
ΔE to the lowest compared entry with this formula, charge and spin	35.5	kcal/mol
spin multiplicity	1
SMILES string	CC(C)[C@@H](N)CN.O
HOMO-LUMO gap	10.026	eV

Element x y z (Å)
N1 0.689 0.982 -1.006
C1 0.237 0.288 0.200
C2 1.451 -0.621 0.618
C3 1.063 -2.095 0.561
C4 1.920 -0.237 1.979
C5 -1.237 -0.166 0.029
N2 -2.116 1.039 -0.065
H1 -0.129 1.491 -1.434
H2 0.981 0.377 -1.711
H3 0.241 1.090 0.928
H4 2.328 -0.403 -0.108
H5 0.721 -2.524 -0.466
H6 1.993 -2.623 0.747
H7 0.393 -2.399 1.300
H8 2.010 0.916 2.236
H9 1.406 -0.551 2.835
H10 2.932 -0.646 2.065
H11 -1.210 -0.657 -0.910
H12 -1.491 -0.852 0.872
H13 -3.037 0.739 -0.259
H14 -2.100 1.818 0.572
H15 -1.866 1.291 -2.628
H16 -2.858 2.182 -2.946
O1 -2.321 1.560 -3.408

Cartesian forces (eV/Å) of the 2 atoms listed first:
N -2.00 2.31 -0.05
C 0.84 1.25 -0.59

***

No. 6
Computed, not measured: a single C2H4OSi molecule, with the ωB97M-V functional and the def2-TZVPD basis.

electronic energy	-443.21337	hartree
F_max	4.73	eV/Å
E_LUMO	-0.023	Eh
ΔE to the lowest compared entry with this formula, charge and spin	37.0	kcal/mol
spin multiplicity	1
HOMO-LUMO gap	7.435	eV

Element x y z (Å)
C1 0.870 -1.413 -0.948
C2 0.240 1.400 0.616
O1 1.158 -2.449 -0.506
Si1 -0.685 0.064 -0.045
H1 0.542 2.261 -0.117
H2 -1.346 -1.037 0.814
H3 0.515 1.349 1.680
H4 -1.294 -0.175 -1.494

Cartesian forces (eV/Å) of the 2 atoms listed first:
C 1.54 -4.28 1.28
C -0.67 0.08 -1.86

***

No. 7
Computed, not measured: a single C3H8N2O molecule, with the ωB97M-V functional and the def2-TZVPD basis.

electronic energy	-303.80474	hartree
F_max	3.83	eV/Å
E_LUMO	0.028	Eh
ΔE to the lowest compared entry with this formula, charge and spin	54.8	kcal/mol
spin multiplicity	1
SMILES string	[H]/N=C(/N)[C@@H](C)O
HOMO-LUMO gap	10.743	eV

Element x y z (Å)
C1 0.692 0.325 -1.465
C2 0.178 -0.506 -0.322
C3 -0.280 0.220 0.906
H1 0.613 -0.481 -2.280
H2 1.688 0.840 -1.377
H3 -0.108 1.102 -1.541
H4 -0.772 -0.924 -0.919
H5 0.891 -1.864 0.872
H6 -1.997 0.762 -0.096
H7 -2.178 0.920 1.568
H8 1.442 0.298 1.927
N1 -1.767 0.266 0.882
N2 0.438 0.610 1.905
O1 1.161 -1.568 -0.059

Cartesian forces (eV/Å) of the 2 atoms listed first:
C -0.17 0.03 -0.73
C -0.43 -2.08 -1.78

***

No. 8
Computed, not measured: 2 unconnected molecules or ions with the total composition CH2Cl2FPS, with the ωB97M-V functional and the def2-TZVPD basis.

electronic energy	-1799.01379	hartree
F_max	2.37	eV/Å
E_LUMO (alpha / beta)	-0.105 / -0.105	Eh
ΔE to the lowest compared entry with this formula, charge and spin	80.3	kcal/mol
spin multiplicity	1
HOMO-LUMO gap (alpha / beta)	7.053 / 6.964	eV

Element x y z (Å)
C1 -0.840 -0.102 0.248
F1 -1.278 -0.666 1.410
P1 0.917 0.459 0.234
S1 2.257 -2.507 -0.464
Cl1 0.694 2.329 0.886
Cl2 0.874 0.600 -1.772
H1 -1.078 -0.830 -0.567
H2 -1.547 0.717 0.026

Cartesian forces (eV/Å) of the 2 atoms listed first:
C -1.93 -0.23 -1.36
F 0.30 -0.24 1.01